(1)
{
  "formula": "C7H19NO8P2",
  "method": "wB97M-V/def2-TZVPD",
  "largest_force_ev_per_a": 0.93,
  "orbital_gap_ha": 0.360,
  "energy_ev": -44014.2897,
  "smiles": "CCOCCONC(=O)OPP(=O)(O)O.CCO",
  "species": ["P", "P", "O", "O", "O", "O", "O", "O", "O", "O", "N", "C", "C", "C", "C", "C", "C", "C", "H", "H", "H", "H", "H", "H", "H", "H", "H", "H", "H", "H", "H", "H", "H", "H", "H", "H", "H"],
  "positions_angstrom": [[-2.713116, -3.550125, -0.874631], [-3.268641, -1.448127, -1.227340], [-0.631707, 0.162325, 1.319232], [-3.603218, -0.795080, 0.283621], [0.346897, 3.817678, 0.691546], [-1.228673, -3.618974, -1.490269], [-2.491427, -3.785431, 0.697185], [1.825008, -0.845577, 0.353635], [-3.044692, -0.830521, 2.431932], [-3.636485, -4.489862, -1.497163], [-1.350019, -0.935963, 0.813167], [0.077370, 0.803870, 0.262173], [1.440587, 5.858261, -0.092143], [-2.710646, -0.864231, 1.296995], [0.513527, 4.702580, -0.413719], [1.987544, -2.225606, 0.090965], [0.973441, -0.134842, -0.520231], [3.434316, -2.625121, 0.309091], [-1.567751, -3.891844, 0.946811], [-0.732788, -2.799988, -1.349073], [-0.030203, 4.319855, 1.421139], [4.088416, -1.904777, -0.180275], [3.667962, -2.629421, 1.373262], [0.378513, -0.821002, -1.132490], [0.924177, 4.094387, -1.219753], [1.686598, -2.468287, -0.934894], [-4.599529, -1.743202, -1.573756], [1.571767, 6.506111, -0.959643], [0.686475, 1.564174, 0.736712], [-0.906756, -1.771648, 1.182062], [-0.619874, 1.274775, -0.437659], [2.417399, 5.486675, 0.218380], [3.616416, -3.623909, -0.086177], [1.346612, -2.794894, 0.781258], [1.037156, 6.460917, 0.724762], [-0.463082, 5.077000, -0.737885], [1.578426, 0.469825, -1.206826]],
  "forces_ev_per_a": [[-0.204, -0.284, -0.143], [0.454, 0.695, -0.418], [0.090, 0.102, 0.187], [-0.227, -0.449, 0.255], [0.027, 0.182, -0.031], [0.055, 0.052, 0.207], [-0.027, 0.351, 0.032], [0.008, -0.010, -0.023], [0.027, 0.137, 0.165], [0.014, -0.076, -0.100], [-0.016, -0.449, -0.600], [0.139, -0.319, -0.375], [0.051, -0.058, 0.060], [-0.076, 0.169, -0.115], [-0.057, 0.063, 0.092], [0.063, -0.069, 0.069], [0.058, -0.024, 0.027], [-0.124, 0.067, 0.164], [0.049, -0.229, 0.033], [0.031, 0.003, -0.077], [0.008, -0.036, 0.022], [0.032, -0.085, -0.085], [0.055, 0.039, -0.008], [-0.037, 0.002, 0.045], [-0.016, -0.012, -0.005], [0.002, 0.076, -0.013], [-0.114, -0.133, 0.304], [-0.013, 0.006, -0.003], [-0.170, 0.069, 0.189], [0.009, 0.137, 0.385], [-0.007, 0.110, 0.065], [0.006, 0.001, -0.026], [0.040, -0.008, -0.014], [-0.055, -0.063, -0.111], [-0.020, 0.028, -0.031], [0.017, -0.011, -0.069], [-0.071, 0.024, -0.053]],
  "mulliken_charge": [0.9198, -0.0358, -0.4177, -0.3040, -0.4240, -0.5730, -0.5110, -0.3298, -0.5028, -0.5983, 0.2401, -0.3039, -1.0935, 0.6483, -0.1877, 0.2084, -0.2325, -1.3245, 0.3545, 0.3360, 0.2421, 0.3385, 0.3041, 0.1116, 0.2652, 0.2504, 0.1157, 0.3352, 0.2774, -0.0130, 0.2655, 0.2943, 0.3824, 0.0680, 0.3225, 0.2829, 0.2886]
}


(2)
{
  "formula": "C4H10N2S2",
  "method": "wB97M-V/def2-TZVPD",
  "largest_force_ev_per_a": 3.32,
  "orbital_gap_ha": 0.353,
  "relative_energy_kj_mol": 225.3,
  "energy_ev": -28958.6680,
  "smiles": "C[C@@H]1NN(C)[C@@H](S)S1",
  "species": ["S", "S", "N", "N", "C", "C", "C", "C", "H", "H", "H", "H", "H", "H", "H", "H", "H", "H"],
  "positions_angstrom": [[3.078099, 0.531408, -0.271300], [0.419595, 1.928249, 0.314988], [-0.607568, -0.466630, -0.073552], [0.794691, -0.590778, -0.308306], [-0.770908, 0.839419, -0.639848], [1.238667, -1.967726, -0.076651], [1.435634, 0.410323, 0.505255], [-2.136258, 1.429473, -0.477739], [-2.138914, 2.477643, -0.682646], [-2.791253, 0.852756, -1.048960], [2.817345, 1.617910, -1.000831], [1.928317, -2.251028, -0.802312], [1.459900, 0.062682, 1.593748], [-2.499138, 1.159603, 0.489261], [-1.021355, -0.394385, 0.899555], [0.422883, -2.553687, -0.170260], [1.653720, -2.034648, 0.906205], [-0.443329, 0.740176, -1.734926]],
  "forces_ev_per_a": [[0.859, 0.285, 0.799], [0.324, -0.947, -0.258], [-1.160, 0.795, -0.690], [-1.465, -1.111, 1.206], [-0.031, 0.590, -1.444], [1.077, 2.712, 0.799], [0.747, -0.048, 0.333], [0.751, -0.850, 0.478], [-0.363, 0.556, -0.077], [-1.221, -0.428, -1.734], [-0.140, 0.019, -0.037], [1.456, -0.387, -1.120], [0.433, 0.679, -1.148], [-0.069, 0.608, 1.245], [1.467, -0.515, -0.637], [-2.647, -2.001, -0.180], [0.425, -0.475, 0.820], [-0.445, 0.516, 1.644]],
  "mulliken_charge": [-0.1765, -0.1811, -0.5616, 0.0525, 0.2287, -1.0031, -0.3943, -1.3769, 0.3889, 0.4264, 0.1496, 0.3141, 0.4110, 0.3356, 0.2810, 0.4556, 0.3209, 0.3292]
}


(3)
{
  "formula": "C32H83N5O2",
  "method": "wB97M-V/def2-TZVPD",
  "largest_force_ev_per_a": 2.09,
  "orbital_gap_ha": 0.319,
  "relative_energy_kj_mol": 0.0,
  "energy_ev": -46072.7496,
  "smiles": "CCN(CC)CC.CCN(CC)CC.CCN(CC)CC.CCN(CC)CC.CCN(CC)CC.CO.CO",
  "species": ["O", "O", "N", "N", "N", "N", "N", "C", "C", "C", "C", "C", "C", "C", "C", "C", "C", "C", "C", "C", "C", "C", "C", "C", "C", "C", "C", "C", "C", "C", "C", "C", "C", "C", "C", "C", "C", "C", "C", "H", "H", "H", "H", "H", "H", "H", "H", "H", "H", "H", "H", "H", "H", "H", "H", "H", "H", "H", "H", "H", "H", "H", "H", "H", "H", "H", "H", "H", "H", "H", "H", "H", "H", "H", "H", "H", "H", "H", "H", "H", "H", "H", "H", "H", "H", "H", "H", "H", "H", "H", "H", "H", "H", "H", "H", "H", "H", "H", "H", "H", "H", "H", "H", "H", "H", "H", "H", "H", "H", "H", "H", "H", "H", "H", "H", "H", "H", "H", "H", "H", "H", "H"],
  "positions_angstrom": [[-0.216921, -1.167477, 0.610915], [-0.255013, 3.404754, 0.611901], [-0.710079, -1.060498, 5.122171], [0.624897, -3.527026, -0.637530], [5.492653, -0.560025, -1.597639], [-5.688193, 2.110916, 1.172027], [0.228904, 2.178807, -4.101546], [-0.570595, -2.661187, -2.764024], [-4.691986, 1.269776, 0.556372], [1.419296, -4.275013, 1.598292], [-5.419487, 4.060864, -0.465482], [-6.633739, 1.437187, 2.043637], [6.940203, -0.894479, -3.577976], [0.582039, -0.441248, 4.827456], [1.600511, 2.409477, -4.611921], [5.540227, -0.372034, -0.121528], [-1.645338, 0.544266, -4.108198], [1.482014, -0.399247, 6.042390], [-0.005162, 2.402091, -2.681649], [4.219239, -0.413577, 0.621818], [6.880965, -0.529327, -2.105927], [-1.585162, -0.172527, 5.895520], [-1.663366, 3.552091, 0.304738], [4.551528, 0.351109, -2.343006], [0.892844, -0.525800, 1.156793], [-2.578651, -2.400987, 4.315612], [0.702797, -4.634855, 0.325557], [0.575105, 1.398893, -1.705823], [2.083823, 3.853081, -4.590829], [4.777961, 1.838154, -2.197274], [-6.328273, 3.101707, 0.287515], [1.910023, -3.209035, -1.212203], [-0.198624, 0.794165, -4.501844], [-2.276583, 0.996600, 5.146272], [2.581173, -4.257628, -2.096765], [-0.423578, -3.769553, -1.701138], [-1.367427, -1.597248, 3.919897], [-3.765389, 0.592417, 1.518240], [-7.388332, 0.293193, 1.424977], [2.257383, 1.774853, -4.024282], [1.089834, 0.198646, 6.866906], [-6.914739, -0.677783, 1.234513], [0.847339, -3.468563, 2.068441], [2.488014, -0.086154, 5.820987], [-5.983195, 4.889420, -0.931611], [1.352523, -5.094673, 2.365641], [0.510713, 0.553655, 4.410907], [-1.073279, 2.508626, -2.635370], [-0.027728, -2.024415, 0.188393], [-7.292863, 2.129876, 2.558360], [4.521091, 0.106099, -3.412217], [-0.623827, -1.656141, -2.373058], [-1.647222, -0.791709, 3.230147], [-5.122407, 0.451045, -0.030517], [-4.080144, 1.830716, -0.122071], [-2.689721, 1.742754, 5.800845], [-3.352316, 1.304906, 2.209138], [-2.888185, -3.100838, 3.538420], [-2.904699, 0.141403, 1.021284], [1.473574, 4.441826, -5.284584], [7.331770, 0.431614, -1.887840], [-3.384157, -1.683280, 4.431751], [-1.395103, -3.809760, -1.223696], [7.351148, -1.347950, -1.532858], [-4.280930, -0.165889, 2.114499], [-0.316476, -4.757172, -2.184060], [1.975728, 4.214340, -3.545121], [6.651146, -0.073255, -4.204749], [2.482186, -4.075959, 1.471431], [4.733684, 2.096114, -1.143848], [0.244823, -2.658771, -3.505572], [-6.122304, 1.117297, 2.963545], [1.498453, -0.019841, 0.367452], [2.825645, -5.192062, -1.589432], [3.129562, 3.983345, -4.958333], [-3.058015, 0.564991, 4.529529], [-2.317494, 1.264627, -4.537566], [1.625608, 1.147753, -1.965118], [-2.366310, -2.977208, 5.205845], [3.649337, 0.498686, 0.511407], [-2.093340, 4.301597, 1.003731], [-4.739260, 4.426070, 0.282565], [-1.913974, -0.430503, -4.478672], [5.700132, 2.218926, -2.612028], [-0.908636, 0.203068, 6.664423], [-2.322930, -0.737502, 6.446199], [0.481885, 0.039124, -4.048749], [3.596711, -1.268873, 0.340504], [0.537763, 0.271289, 1.849961], [0.554133, 1.828319, -0.712239], [-1.794760, 0.560614, -3.038809], [-6.981611, 3.659237, 0.973428], [2.597575, -2.928669, -0.404964], [1.103954, -5.580478, -0.108354], [3.559606, 0.142939, -1.933419], [0.074170, 0.435455, -1.657444], [6.162539, -1.192088, 0.263103], [-6.997233, 2.549376, -0.415734], [1.476990, -1.415994, 6.405121], [1.648790, -1.144100, 1.662028], [-1.572134, 1.472305, 4.468296], [-1.532396, -2.818972, -3.263089], [0.175905, 4.269764, 0.532252], [6.265454, -1.765004, -3.725416], [-0.117206, 0.634085, -5.580696], [7.980033, -1.113664, -3.813223], [6.062820, 0.579963, 0.093582], [1.801434, -2.294520, -1.802471], [1.654484, 2.021092, -5.639485], [4.560347, -0.381422, 1.650138], [1.088210, -1.042444, 4.050891], [-8.262053, 0.098721, 2.045503], [-1.820671, 3.876927, -0.728936], [-0.328832, -4.853690, 0.620216], [3.992966, 2.323382, -2.753958], [-0.552388, -2.165164, 3.418605], [1.934872, -4.474426, -2.950731], [-7.796221, 0.599403, 0.445170], [-2.059196, 2.522937, 0.483186], [0.299402, 3.429631, -2.475318], [-4.870961, 3.489463, -1.210503], [3.480871, -3.798120, -2.541997]],
  "forces_ev_per_a": [[-0.945, 0.190, 0.369], [-0.248, 0.599, -0.200], [-0.456, 0.259, -0.360], [-0.982, -0.615, -0.787], [-0.436, 0.458, -0.317], [0.439, 1.349, 0.096], [0.204, -0.929, -1.856], [0.436, -0.575, -0.216], [-0.341, -0.804, -0.154], [-0.254, -0.649, 1.273], [-0.373, -0.705, 0.259], [1.258, -0.398, 0.963], [0.048, -0.449, 0.636], [0.227, -0.317, -0.264], [-0.279, -0.472, 0.135], [0.075, 0.093, -1.341], [0.524, -0.354, 0.014], [-0.636, -0.510, 0.458], [0.174, 0.572, -0.743], [0.640, 0.417, -0.295], [-1.398, -1.083, 0.348], [0.798, 0.708, 0.408], [0.697, -0.398, 0.895], [0.578, -0.758, 0.857], [0.858, 1.143, -0.469], [0.010, -0.051, -0.768], [-0.715, -0.680, -0.334], [0.831, -0.144, -0.079], [-0.105, 0.109, 0.213], [0.073, -0.110, 0.187], [-1.270, -0.947, 0.288], [0.871, 0.524, -0.101], [0.194, 0.906, 0.652], [0.725, -1.210, -0.396], [-0.031, 0.415, -0.575], [0.308, 0.344, 0.343], [1.529, 0.062, 0.068], [0.306, -0.317, 0.710], [-1.415, -0.228, -0.811], [0.671, -0.184, 0.129], [0.060, 0.224, -0.184], [0.473, 0.432, 0.364], [0.594, 0.346, -0.100], [0.357, 0.170, -0.170], [0.280, -0.508, 0.225], [0.052, 0.411, -0.934], [-0.309, 0.606, -0.366], [-0.666, -0.339, 0.578], [0.718, -0.161, -0.040], [-0.475, 0.561, -0.812], [0.154, -0.349, 0.329], [0.075, 0.222, 0.568], [-0.029, -0.049, -0.190], [-0.387, 0.012, -0.441], [0.075, 0.601, -0.402], [-0.184, 0.185, 0.395], [0.167, 0.485, 0.475], [0.062, 0.073, -0.130], [-0.171, -0.226, -0.166], [-0.108, 0.083, 0.393], [0.544, 0.303, 0.067], [-0.414, -0.243, 0.485], [-0.096, -0.098, 0.583], [0.340, 0.594, -0.175], [0.107, -0.074, -0.083], [0.283, 0.261, 0.027], [0.290, 0.235, -0.793], [-0.342, 0.364, -0.419], [-0.076, 0.367, 0.043], [-0.095, 0.380, 0.098], [-0.351, -0.141, 0.135], [0.467, -0.479, -0.378], [-0.507, -0.114, 0.338], [0.082, 0.133, -0.016], [-0.633, -0.385, 0.560], [-0.336, 0.212, -0.116], [-0.187, 0.449, -0.336], [-0.411, 0.354, 0.157], [-0.161, 0.023, 0.358], [-0.273, 0.223, -0.346], [-0.129, -0.623, -0.427], [0.576, 0.548, 0.093], [-0.314, -0.472, -0.064], [0.491, -0.132, -0.081], [-0.306, 0.351, 0.140], [-0.312, -0.383, -0.033], [-0.315, 0.157, -0.002], [0.282, 0.111, 0.375], [0.234, -0.615, -0.385], [0.086, -0.045, 0.160], [-0.028, -0.141, 0.334], [0.039, 0.065, -0.362], [-0.179, -0.134, -0.046], [-0.110, 0.529, -0.008], [-0.021, -0.137, -0.137], [-0.367, 0.003, -0.108], [0.007, 0.239, -0.141], [0.164, 0.493, 0.025], [0.413, -0.401, 0.337], [-0.531, -0.343, 0.226], [0.080, 0.201, -0.045], [0.264, -0.109, -0.171], [-0.231, -0.341, 0.027], [0.609, 0.473, -0.203], [0.166, 0.480, 0.016], [-0.046, -0.328, -0.249], [-0.061, -0.185, 0.255], [-0.054, 0.009, 0.022], [-0.206, 0.091, 0.241], [-0.540, -0.558, 0.522], [-0.293, 0.109, 0.304], [-0.097, -0.219, 0.053], [-0.054, -0.154, 0.088], [-0.006, -0.096, -0.194], [-0.435, 0.458, 0.056], [-0.829, -0.001, 0.079], [-0.035, -0.226, 0.046], [0.087, -0.042, 0.291], [-0.042, 1.068, -0.219], [0.477, -0.087, 0.237], [0.146, 0.335, -0.255], [-0.139, -0.347, 0.387]],
  "mulliken_charge": [-0.2984, -0.5044, 0.1170, 0.8684, 0.2505, 0.1175, 0.1166, -0.9585, -0.2562, -0.9064, -1.1260, -0.7603, -1.2347, 0.1965, 0.3607, -0.8941, -1.3012, -1.5549, -1.9087, -0.2501, -0.5024, -0.7846, -0.4275, 0.4065, 0.4658, -1.6981, -0.7660, 1.0886, -1.3369, -0.8456, -0.4563, -0.0124, -0.1671, -0.6314, -1.5833, -0.8633, 1.3997, -1.4834, -1.0767, -0.3714, 0.3250, 0.2828, -0.0930, 0.4595, 0.4115, 0.4215, 0.1254, 0.3361, 0.1707, 0.5475, 0.5196, 0.0646, 0.0266, 0.1852, 0.3509, 0.5064, 0.3713, 0.4080, 0.2391, 0.3725, 0.4110, 0.3097, 0.4722, 0.4332, 0.5552, 0.4524, 0.2658, 0.2558, 0.2823, 0.2862, 0.2726, 0.2771, -0.7519, 0.3263, 0.3579, -0.0608, 0.3892, -0.6483, 0.4145, 0.2389, 0.3853, 0.2322, 0.4227, 0.3837, 0.3151, 0.3862, 0.1490, -0.4133, 0.1486, 0.4614, 0.1443, 0.3851, -0.2877, 0.3000, -0.9678, -0.0618, 0.5299, 0.2663, 0.3568, 0.1931, 0.1714, 0.4717, 0.2331, 0.2226, 0.4687, 0.4420, 0.3934, 0.2334, 0.4611, 0.4028, 0.0150, 0.4103, 0.3179, 0.5040, 0.0274, -0.6822, 0.3209, 0.2710, -0.0604, 0.4047, 0.2759, 0.3683]
}


Number 1: E_HOMO -9.60 eV. Number 2: E_HOMO -8.72 eV. Number 3: E_HOMO -8.03 eV.